C31H47LaN4O2Si2 | the ωB97M-V functional and the def2-TZVPD basis

CARTESIAN COORDINATES (ANGSTROEM)
La1 -0.52785 -0.78654 0.15757
C1 5.73527 -0.76716 4.18301
C2 4.46724 -0.53075 3.36092
C3 4.49504 0.53724 2.50663
C4 3.32402 0.97940 1.84037
C5 3.44891 2.27086 1.26308
N1 2.57813 3.19513 0.96668
C6 1.16272 3.21434 1.32583
C7 0.37976 4.55030 0.84229
C8 -1.09825 4.45788 1.36256
N2 -1.88698 3.37092 0.76143
C9 -2.90765 3.44271 -0.04617
C10 -3.66412 2.28929 -0.45020
C11 -4.78746 2.44842 -1.29127
C12 -5.55088 1.37890 -1.72189
C13 -6.84516 1.38517 -2.51622
C14 -5.08710 0.12018 -1.35543
C15 -4.01017 -0.14766 -0.54951
C16 -3.91875 -1.50810 0.05504
N3 -2.87246 -1.98746 0.62385
C17 -3.02843 -3.30354 1.25420
C18 -1.73327 -3.84141 1.84662
C19 -1.00792 -3.01370 2.89652
N4 0.01400 -2.07127 2.32606
C20 1.00765 -1.80533 3.10918
C21 2.10838 -0.85001 2.94970
C22 3.32730 -1.24871 3.49787
C23 2.12114 0.18896 1.99761
O1 1.13559 0.49683 1.27006
C24 -3.21433 0.99669 -0.13042
O2 -2.18667 0.87289 0.64677
H1 6.66788 -0.45292 3.72529
H2 5.95452 -1.82734 4.34422
H3 5.73223 -0.27602 5.17825
H4 5.44172 1.07735 2.34725
H5 4.46331 2.47266 0.96777
H6 2.96192 4.09012 0.67306
H7 1.09642 3.11479 2.42163
H8 0.59954 2.30819 0.99063
H9 0.38953 4.56920 -0.23976
H10 0.71318 5.49904 1.23277
H11 -1.57743 5.39334 1.14521
H12 -1.16658 4.32340 2.42603
H13 -1.71029 2.40615 1.00428
H14 -3.22721 4.47914 -0.28572
H15 -5.07527 3.50984 -1.33946
H16 -7.19530 2.35352 -2.85907
H17 -7.74025 1.13708 -1.88353
H18 -6.87524 0.65423 -3.34471
H19 -5.75243 -0.68003 -1.63668
H20 -4.80317 -2.13571 -0.04697
H21 -3.43710 -4.07868 0.55266
H22 -3.75739 -3.25454 2.03761
H23 -0.97762 -4.23976 1.14753
H24 -2.05155 -4.80940 2.37952
H25 -0.57438 -3.70336 3.61513
H26 -1.79386 -2.35581 3.37622
H27 1.07471 -2.35355 4.03251
H28 3.41951 -2.15565 4.11051
C25 2.55699 -2.95438 -3.28324
Si1 1.42568 -2.47159 -1.90211
C26 2.46862 -2.03188 -0.38900
C27 0.35257 -3.93173 -1.28861
C28 0.17339 -1.11996 -2.23249
Si2 0.85613 0.35676 -2.98608
C29 -0.13161 1.83743 -2.39875
C30 2.61753 0.66763 -2.49469
C31 0.91177 0.21767 -4.92106
H29 3.05816 -3.92557 -3.05529
H30 3.35084 -2.25119 -3.45195
H31 1.99375 -3.12234 -4.18525
H32 2.63593 -0.90077 -0.29663
H33 3.46529 -2.47010 -0.32281
H34 1.92758 -2.27333 0.55267
H35 0.98255 -4.87978 -1.16323
H36 -0.38553 -4.27547 -1.97309
H37 -0.18131 -3.71458 -0.40530
H38 -0.66938 -1.55091 -2.89548
H39 0.22048 2.21747 -1.45445
H40 -1.22192 1.83295 -2.29949
H41 0.06265 2.69013 -3.05682
H42 2.70194 1.10401 -1.48437
H43 3.22428 1.28502 -3.21705
H44 3.19315 -0.22331 -2.53186
H45 -0.05751 -0.13616 -5.32448
H46 1.61711 -0.59997 -5.16707
H47 1.07372 1.22419 -5.42690

Cartesian forces (eV/Å) of the 2 atoms listed first:
-0.4102 -0.0443 -0.1369
0.2245 -0.8166 0.5019

Summary:
gap between HOMO and LUMO	6.55	eV
2S+1	1
net charge	+2

---

C32H66AlBr2O24 | the ωB97M-V functional and the def2-TZVPD basis

CARTESIAN COORDINATES (ANGSTROEM)
C1 6.61870 -1.72104 1.40576
C2 7.01577 -0.40440 2.07780
C3 5.82318 0.36816 2.67239
C4 5.24087 1.51041 1.80703
C5 5.48174 1.35530 0.28524
Al1 3.27497 1.84888 2.09995
Br1 2.94725 3.18882 4.10478
C6 2.16545 0.14082 2.24286
C7 0.75351 0.41426 1.73023
C8 0.08598 -0.78341 1.06608
Br2 -0.43288 1.05624 3.16391
H1 5.92564 -2.25338 2.04826
H2 6.19979 -1.56549 0.41710
H3 7.52401 -2.31408 1.26868
H4 7.61785 0.23011 1.43359
H5 7.65711 -0.67436 2.91927
H6 5.06265 -0.33839 3.00869
H7 6.20041 0.83741 3.58068
H8 5.76039 2.42205 2.10561
H9 4.85095 2.07078 -0.23815
H10 6.50388 1.65001 0.04002
H11 5.29411 0.35158 -0.08324
H12 2.65675 2.69762 0.87037
H13 2.59723 -0.69095 1.68921
H14 2.07726 -0.13079 3.29562
H15 0.77458 1.20868 0.99166
H16 -0.97858 -0.57629 0.95338
H17 0.17305 -1.68588 1.66489
H18 0.49234 -0.90874 0.06540
C9 9.66826 -5.10683 -2.93410
O1 8.99695 -4.88753 -1.69278
C10 9.15876 -5.86105 -0.79553
O2 9.80175 -6.86745 -0.95178
O3 8.48464 -5.52110 0.30203
C11 8.56256 -6.47104 1.36568
H19 9.45095 -4.24312 -3.55652
H20 10.74344 -5.18142 -2.78234
H21 9.29411 -6.00591 -3.42020
H22 9.59316 -6.59996 1.69112
H23 8.14457 -7.42775 1.05799
H24 7.97343 -6.06439 2.18229
C12 8.58241 -1.30451 -1.58099
O4 8.36642 -0.50436 -2.74980
C13 9.46400 0.05605 -3.24479
O5 10.58267 -0.05913 -2.81143
O6 9.11786 0.77258 -4.31995
C14 10.20819 1.43871 -4.95378
H25 7.61927 -1.70277 -1.28427
H26 9.25205 -2.13344 -1.80222
H27 8.98212 -0.69980 -0.76943
H28 10.94538 0.72052 -5.30925
H29 10.67614 2.14649 -4.27197
H30 9.78961 1.97599 -5.80028
C15 0.59193 1.52581 6.43625
O7 -0.01999 1.72393 7.72949
C16 0.28788 0.81433 8.63902
O8 1.00690 -0.14112 8.49271
O9 -0.34779 1.13175 9.78057
C17 -0.10007 0.22550 10.85095
H31 0.25589 2.33608 5.80094
H32 1.67495 1.56840 6.51211
H33 0.27806 0.57817 6.00962
H34 0.95920 0.20439 11.10240
H35 -0.44073 -0.77690 10.59587
H36 -0.66598 0.59299 11.70337
C18 -3.84529 -2.08548 2.46054
O10 -4.51078 -3.14694 1.76248
C19 -4.78936 -2.87288 0.49290
O11 -4.54040 -1.84750 -0.08604
O12 -5.40437 -3.93549 -0.04111
C20 -5.75071 -3.77231 -1.41648
H37 -3.67538 -2.43548 3.47397
H38 -2.88796 -1.85830 1.99659
H39 -4.46938 -1.19457 2.48945
H40 -4.86102 -3.61923 -2.02409
H41 -6.43715 -2.93721 -1.54680
H42 -6.24348 -4.68915 -1.72939
C21 -0.29082 4.86826 -2.65892
O13 -0.49581 3.47335 -2.42970
C22 -1.72640 3.15348 -2.03866
O14 -2.64198 3.92645 -1.88587
O15 -1.77316 1.84018 -1.84576
C23 -3.04364 1.33706 -1.42349
H43 0.74488 4.97841 -2.96625
H44 -0.94657 5.22937 -3.44998
H45 -0.45823 5.43602 -1.74612
H46 -3.80780 1.52420 -2.17683
H47 -3.33440 1.77466 -0.47002
H48 -2.93200 0.26439 -1.29713
C24 -4.48417 3.25376 -5.85778
O16 -5.62190 2.73428 -6.55350
C25 -5.97464 1.50448 -6.18180
O17 -5.43134 0.83283 -5.34428
O18 -7.04153 1.14248 -6.90110
C26 -7.53060 -0.16498 -6.59976
H49 -4.30455 4.25120 -6.24796
H50 -4.68101 3.32157 -4.78959
H51 -3.60631 2.63714 -6.04122
H52 -7.84535 -0.22804 -5.55977
H53 -6.77121 -0.91702 -6.80590
H54 -8.38739 -0.32922 -7.24715
C27 -7.00448 8.89775 -1.97474
O19 -7.06252 7.69471 -1.21116
C28 -5.87910 7.08006 -1.07098
O20 -4.83511 7.46709 -1.52783
O21 -6.06821 5.98389 -0.34611
C29 -4.88063 5.20766 -0.11051
H55 -8.01772 9.28897 -2.01024
H56 -6.35168 9.62660 -1.49751
H57 -6.65891 8.69591 -2.98721
H58 -4.14668 5.78914 0.44370
H59 -4.45213 4.85109 -1.04177
H60 -5.18385 4.35493 0.49077
C30 -8.70807 -2.73165 0.50981
O22 -9.82579 -3.25544 -0.21562
C31 -10.18060 -4.49018 0.13695
O23 -9.65654 -5.16568 0.98317
O24 -11.22484 -4.85229 -0.61530
C32 -11.71300 -6.16587 -0.34079
H61 -8.52738 -1.73046 0.12815
H62 -8.93133 -2.67111 1.57315
H63 -7.82371 -3.34319 0.35088
H64 -12.05595 -6.24168 0.68936
H65 -10.94312 -6.91082 -0.53304
H66 -12.55025 -6.32915 -1.01348

Cartesian forces (eV/Å) of the 2 atoms listed first:
0.7926 0.4934 -0.1173
-0.4462 -0.4217 0.6664

Summary:
gap between HOMO and LUMO	6.67	eV
2S+1	1
net charge	-1